# 1
{"formula": "C38H31BI2O21", "method": "ωB97M-V/def2-TZVPD", "species": ["C", "C", "C", "B", "C", "O", "C", "C", "I", "C", "C", "I", "H", "H", "H", "H", "H", "H", "H", "H", "H", "H", "H", "C", "C", "C", "O", "C", "C", "C", "O", "O", "O", "H", "H", "H", "H", "C", "C", "C", "O", "C", "C", "C", "O", "O", "O", "H", "H", "H", "H", "C", "C", "C", "O", "C", "C", "C", "O", "O", "O", "H", "H", "H", "H", "C", "C", "C", "O", "C", "C", "C", "O", "O", "O", "H", "H", "H", "H", "C", "C", "C", "O", "C", "C", "C", "O", "O", "O", "H", "H", "H", "H"], "positions_angstrom": [[3.5536, -3.3154, 4.7271], [3.9770, -2.7265, 3.7452], [4.6457, -1.9384, 2.5586], [3.9041, -0.4757, 2.5103], [4.7636, 0.8684, 2.8053], [4.7841, 1.2873, 4.1895], [5.3033, 0.2724, 5.0647], [2.3318, -0.5168, 2.1277], [1.7447, -0.8003, 0.0375], [1.3527, -0.4042, 3.0941], [1.6232, -0.1826, 4.6228], [-0.7633, -0.5333, 2.5360], [3.2277, -4.1051, 5.4530], [4.3325, -2.4830, 1.6072], [5.7607, -1.8474, 2.6737], [5.8399, 0.6642, 2.4681], [4.3834, 1.7525, 2.2014], [6.0094, -0.4585, 4.5753], [4.4763, -0.2707, 5.6282], [5.9119, 0.8054, 5.8696], [1.6792, -1.1714, 5.1785], [2.5819, 0.3739, 4.8494], [0.7880, 0.4509, 5.0678], [0.0594, 1.1115, -4.0334], [-0.2897, -0.0795, -3.5410], [-1.6682, -0.6245, -3.7223], [-1.9406, -1.7236, -3.2737], [-2.6450, 0.2002, -4.4369], [-2.2958, 1.3917, -4.9257], [-0.9115, 1.9252, -4.7690], [-0.6290, 3.0099, -5.2465], [-3.1875, 2.1708, -5.5890], [0.5913, -0.8465, -2.8560], [1.0552, 1.5166, -3.9109], [-3.6525, -0.1963, -4.5492], [-2.6939, 2.9750, -5.8417], [0.0967, -1.6537, -2.6101], [0.2404, -6.3423, 2.5869], [-0.0701, -5.0915, 2.2308], [-1.4537, -4.7244, 1.8025], [-1.6995, -3.5709, 1.5043], [-2.4627, -5.7841, 1.7559], [-2.1505, -7.0343, 2.1086], [-0.7743, -7.3957, 2.5629], [-0.5356, -8.5440, 2.8934], [-3.0667, -8.0275, 2.0702], [0.8527, -4.1060, 2.2441], [1.2372, -6.6210, 2.9009], [-3.4557, -5.5092, 1.4273], [-2.5952, -8.8285, 2.3718], [0.3820, -3.2997, 1.9487], [-1.6379, 5.2277, 3.4475], [-1.5957, 3.9040, 3.2657], [-2.8428, 3.0824, 3.2319], [-2.7615, 1.8826, 3.0454], [-4.1219, 3.7658, 3.4318], [-4.1631, 5.0883, 3.6168], [-2.9182, 5.9135, 3.6235], [-3.0005, 7.1192, 3.7771], [-5.3331, 5.7377, 3.8056], [-0.4236, 3.2515, 3.1037], [-0.7428, 5.8343, 3.4719], [-5.0159, 3.1573, 3.4227], [-5.0941, 6.6791, 3.9131], [-0.6606, 2.3077, 2.9888], [7.2511, 2.8374, -0.1368], [6.1653, 2.3437, -0.7381], [5.7427, 2.8117, -2.0922], [4.7572, 2.3226, -2.6138], [6.5407, 3.8548, -2.7382], [7.6250, 4.3513, -2.1355], [8.0627, 3.8637, -0.7935], [9.0668, 4.3286, -0.2858], [8.3733, 5.3161, -2.7139], [5.4007, 1.3974, -0.1482], [7.5686, 2.5054, 0.8425], [6.2145, 4.1977, -3.7106], [9.0952, 5.5004, -2.0818], [4.6815, 1.2089, -0.7845], [-7.1434, -1.9116, -4.6116], [-8.2270, -2.3911, -5.2301], [-8.6351, -1.8996, -6.5809], [-9.6179, -2.3752, -7.1189], [-7.8262, -0.8504, -7.2029], [-6.7451, -0.3689, -6.5825], [-6.3233, -0.8811, -5.2445], [-5.3191, -0.4275, -4.7207], [-5.9870, 0.6023, -7.1398], [-8.9993, -3.3411, -4.6624], [-6.8357, -2.2603, -3.6350], [-8.1418, -0.4904, -8.1725], [-5.2676, 0.7772, -6.5004], [-9.7131, -3.5164, -5.3065]], "forces_ev_per_a": [[0.20, -0.73, -0.69], [0.94, 0.38, -0.26], [-1.62, -0.36, 0.80], [-0.15, -0.82, -0.28], [0.43, 0.48, -0.70], [0.19, -1.07, -0.25], [0.50, 0.30, 1.47], [-1.48, 0.36, 1.53], [0.99, 0.26, 1.21], [1.17, -0.02, -0.91], [-0.42, 0.15, 0.18], [1.37, 0.06, 0.79], [0.42, 1.58, -1.05], [0.67, 0.51, 1.11], [-1.17, -0.44, -0.09], [-1.22, 0.33, 0.35], [0.45, -1.05, 0.85], [-0.88, 0.71, 0.25], [0.93, 0.40, -0.97], [-0.76, -0.58, -1.05], [-0.25, 1.12, -0.79], [-0.93, -0.59, -0.70], [1.00, -0.92, -0.59], [-0.03, 0.21, -0.12], [0.91, 0.01, 0.34], [-0.61, 0.02, -0.18], [0.40, 0.09, 0.07], [0.16, -0.36, 0.11], [-0.75, -0.05, -0.18], [0.53, 0.16, 0.12], [-0.33, -0.10, -0.04], [0.85, -0.07, 0.23], [-0.89, -0.06, -0.33], [-0.01, -0.01, 0.00], [0.88, 0.23, 0.15], [-0.10, -0.07, -0.01], [0.04, 0.04, -0.07], [-0.15, -0.35, 0.05], [1.10, 0.36, 0.18], [-0.69, -0.06, -0.18], [0.28, -0.17, 0.00], [0.10, 0.28, -0.01], [-1.00, -0.24, -0.23], [0.74, 0.05, 0.17], [-0.39, 0.03, -0.12], [0.97, 0.24, 0.22], [-1.07, -0.35, -0.21], [-0.02, 0.02, -0.01], [0.02, -0.01, 0.01], [-0.10, 0.05, -0.03], [0.14, 0.05, 0.06], [-0.23, 0.28, 0.05], [1.16, 0.04, -0.07], [-0.71, -0.17, 0.04], [0.09, 0.34, 0.03], [0.19, -0.24, -0.05], [-1.06, -0.10, 0.08], [0.73, 0.21, -0.02], [-0.37, -0.17, 0.02], [1.03, 0.10, -0.08], [-1.13, -0.04, 0.08], [-0.02, -0.03, -0.01], [0.02, 0.02, -0.01], [-0.08, -0.08, -0.01], [0.15, 0.00, -0.05], [0.23, 0.18, -0.01], [-0.09, -0.58, 0.85], [-0.06, 0.37, -0.64], [0.06, -0.16, 0.37], [-0.24, -0.22, 0.03], [0.11, 0.64, -0.86], [0.06, -0.32, 0.62], [-0.09, 0.15, -0.35], [-0.12, -0.63, 0.84], [0.08, 0.53, -0.95], [-0.01, 0.01, -0.02], [0.02, -0.01, 0.02], [-0.04, 0.03, -0.11], [0.01, -0.06, 0.09], [0.34, 0.25, 0.02], [-0.19, -0.66, 0.86], [-0.03, 0.39, -0.66], [0.06, -0.16, 0.37], [-0.25, -0.23, 0.04], [0.22, 0.75, -0.88], [-0.19, -0.48, 0.54], [-1.11, 0.01, -0.41], [-0.15, -0.75, 0.91], [0.18, 0.65, -0.85], [-0.01, -0.01, -0.03], [0.02, 0.00, 0.02], [0.00, 0.16, -0.16], [0.04, -0.04, 0.10]], "charge": 0, "gap_ev": 7.0}

---

# 2
{"formula": "C22H38O12", "method": "ωB97M-V/def2-TZVPD", "species": ["O", "C", "C", "C", "C", "O", "H", "H", "H", "H", "H", "H", "O", "C", "C", "C", "C", "O", "H", "H", "H", "H", "H", "H", "O", "C", "C", "C", "C", "O", "H", "H", "H", "H", "H", "H", "O", "C", "C", "C", "C", "O", "H", "H", "H", "H", "H", "H", "O", "C", "C", "C", "C", "O", "H", "H", "H", "H", "H", "H", "C", "O", "H", "H", "H", "H", "C", "O", "H", "H", "H", "H"], "positions_angstrom": [[3.8413, 6.3207, 2.0065], [3.1834, 5.5944, 2.6840], [3.6830, 4.6680, 3.7797], [2.4227, 3.9120, 4.2142], [1.4839, 4.1357, 3.0430], [1.8559, 5.4127, 2.4846], [4.3964, 4.0139, 3.2642], [4.2263, 5.1400, 4.5906], [2.5725, 2.8573, 4.4332], [2.0260, 4.3519, 5.1326], [1.6830, 3.3989, 2.2532], [0.4358, 4.0079, 3.2890], [-3.4958, 3.0587, -4.8358], [-2.5189, 2.3841, -4.7747], [-1.6679, 1.8579, -5.9193], [-0.3839, 1.4083, -5.2448], [-0.7849, 1.2448, -3.7626], [-2.0413, 1.9021, -3.6055], [-2.2341, 0.9683, -6.2231], [-1.5677, 2.5183, -6.7691], [-0.0206, 0.4416, -5.6119], [0.4704, 2.0670, -5.4027], [-0.8791, 0.1998, -3.4738], [-0.0332, 1.7096, -3.1242], [-5.1043, -1.3726, 0.5187], [-4.3180, -1.8875, -0.2108], [-3.8105, -3.3261, -0.1807], [-3.1195, -3.4818, -1.5497], [-2.7693, -2.0440, -1.9140], [-3.7469, -1.2242, -1.2449], [-3.1630, -3.5272, 0.6644], [-4.7302, -3.9108, -0.1354], [-2.2089, -4.0703, -1.4149], [-3.7470, -4.0032, -2.2660], [-1.7920, -1.7464, -1.5348], [-2.8431, -1.8602, -2.9830], [0.8363, -1.4787, -2.1635], [1.9570, -1.4798, -2.5844], [2.4632, -1.3578, -4.0042], [3.9555, -1.6968, -3.8644], [4.2084, -1.4450, -2.4036], [2.9882, -1.8154, -1.7666], [1.9317, -1.9803, -4.7136], [2.3407, -0.3100, -4.3091], [4.0732, -2.7520, -4.1441], [4.6196, -1.2191, -4.5859], [5.0845, -1.9644, -2.0236], [4.4045, -0.3830, -2.2157], [-0.0580, 1.6998, 4.0688], [-0.7383, 0.7892, 4.4462], [-1.0237, -0.4991, 3.7129], [-2.1207, -1.1767, 4.5215], [-2.3221, -0.2699, 5.7378], [-1.5364, 0.9060, 5.5260], [-1.3506, -0.2139, 2.7150], [-0.0777, -1.0293, 3.6050], [-3.0171, -1.2914, 3.9138], [-1.8685, -2.1814, 4.8603], [-3.3499, 0.0513, 5.8937], [-1.9695, -0.7239, 6.6642], [0.7949, 0.8751, 0.2417], [0.3869, -0.4560, 0.4726], [1.8877, 0.9522, 0.2007], [0.4492, 1.2389, -0.7405], [0.3315, 1.5151, 0.9850], [0.6459, -1.0114, -0.2736], [-0.0443, -3.5204, 1.7409], [0.2221, -4.3047, 2.9243], [0.1238, -4.1048, 0.8401], [-1.1051, -3.2849, 1.8584], [0.4556, -2.5555, 1.8149], [1.1207, -4.6412, 2.8726]], "forces_ev_per_a": [[0.14, 0.52, -0.13], [0.01, -0.10, 0.33], [-0.21, -0.84, -0.38], [0.20, 0.21, 0.50], [0.39, -0.86, -0.36], [-0.31, -0.08, 0.16], [-0.04, -0.04, 0.15], [-0.05, 0.38, -0.11], [0.03, -0.03, -0.18], [-0.11, 0.09, -0.14], [0.02, -0.03, 0.13], [-0.09, 0.74, 0.01], [-0.31, 0.19, -0.02], [0.30, 0.12, -0.29], [-0.17, -0.72, 0.45], [0.52, -0.82, -0.12], [0.44, 0.19, -0.43], [0.16, 0.11, 0.30], [0.08, 0.13, -0.30], [-0.10, 0.24, 0.06], [-0.23, 0.08, -0.11], [-0.29, 0.41, 0.22], [-0.14, -0.01, 0.04], [-0.25, 0.06, 0.23], [-0.29, 0.15, 0.30], [0.75, -0.09, -0.12], [-0.88, 0.23, -1.11], [0.73, -0.39, 1.06], [-0.36, 0.01, 0.10], [-0.08, 0.00, -0.15], [-0.05, 0.08, 0.16], [0.27, -0.30, 0.36], [-0.04, -0.02, -0.28], [-0.13, 0.24, -0.14], [0.10, -0.07, -0.14], [0.05, 0.19, 0.01], [-0.36, 0.37, -0.17], [0.24, -1.61, 0.08], [0.66, 1.20, 0.01], [-0.33, -0.94, -1.26], [0.93, 0.59, -0.35], [-0.03, 0.50, 0.27], [-0.27, -0.09, 0.16], [-0.13, -0.14, -0.04], [0.01, -0.04, 0.56], [-0.12, 0.57, 0.36], [-0.40, -0.43, 0.31], [-0.18, 0.00, 0.00], [0.55, 0.01, 0.18], [-0.99, 0.47, -0.53], [0.34, 0.15, 0.16], [-0.07, -0.60, -0.07], [-0.09, 0.04, 0.28], [0.32, 0.10, 0.08], [0.10, -0.07, -0.09], [-0.15, -0.23, 0.02], [-0.11, 0.20, 0.14], [0.20, 0.03, -0.12], [-0.03, -0.01, -0.10], [-0.02, -0.10, -0.03], [-0.02, -0.08, -1.08], [-0.20, -0.18, 0.43], [-0.03, 0.20, 0.46], [-0.11, -0.10, 0.15], [0.28, -0.01, 0.28], [0.00, 0.17, -0.13], [-0.67, -0.10, 1.56], [0.12, 0.04, -0.38], [0.16, 0.26, -0.22], [-0.02, -0.07, -0.43], [0.37, -0.14, -0.56], [0.02, 0.04, 0.02]], "smiles": "O=C1CCCO1.O=C1CCCO1.O=C1CCCO1.O=C1CCCO1.O=C1CCCO1.CO.CO", "charge": 0, "gap_ev": 9.9}

---

# 3
{"formula": "CH7N2O", "method": "ωB97M-V/def2-TZVPD", "species": ["O", "H", "N", "C", "N", "H", "H", "H", "H", "H", "H"], "positions_angstrom": [[2.2339, 0.2482, 1.2000], [3.0237, 0.4663, 0.6884], [-0.9903, -1.3274, -0.6161], [-1.1087, 0.1164, -0.8768], [-0.4663, 1.0000, 0.0974], [-1.3703, -1.4951, 0.3121], [-0.0011, -1.5318, -0.4720], [-2.1711, 0.3752, -0.8740], [-0.7029, 0.2881, -1.8714], [0.5474, 0.8115, 0.1123], [-0.8047, 0.6730, 0.9946]], "forces_ev_per_a": [[-0.19, -0.01, -0.39], [-0.05, -0.04, 0.10], [0.09, -0.11, 0.19], [0.17, 0.18, 0.63], [-0.28, -0.41, -0.84], [-0.16, -0.04, -0.05], [0.03, 0.12, -0.17], [-0.08, -0.18, -0.27], [0.03, 0.20, -0.08], [0.20, 0.01, 0.57], [0.24, 0.26, 0.30]], "charge": -1, "gap_ev": 7.1}

---

# 4
{"formula": "C4H6N2O3", "method": "ωB97M-V/def2-TZVPD", "species": ["O", "C", "C", "C", "N", "C", "O", "N", "H", "H", "H", "H", "O", "H", "H"], "positions_angstrom": [[-0.8940, 1.6887, 0.6191], [-0.3119, 0.6636, 0.2792], [-0.5295, -0.0823, -0.8731], [0.2269, -1.2471, -1.0552], [1.2144, -1.5321, -0.0411], [1.5687, -0.6370, 0.9441], [2.6338, -0.7458, 1.4248], [0.5925, 0.2931, 1.2278], [-1.0029, 0.4340, -1.8593], [-0.1168, -1.9487, -1.8239], [1.7813, -2.4089, -0.2170], [0.4697, 0.7556, 2.1362], [-3.3886, 1.2581, -1.9688], [-3.3664, 0.3258, -1.6974], [-2.9488, 1.7237, -1.2160]], "forces_ev_per_a": [[-1.29, 0.42, -1.09], [-0.90, 3.20, 2.46], [0.97, -1.78, -5.16], [-0.87, 2.09, 2.84], [-2.04, -2.51, -4.13], [-1.19, -0.25, -0.66], [2.51, 0.10, 2.17], [0.98, -1.69, 0.32], [0.58, -1.51, 2.93], [1.16, 0.05, 0.24], [-0.64, 1.97, 0.77], [0.69, -0.14, -0.80], [0.55, 0.07, 0.95], [-0.08, 0.44, -0.10], [-0.45, -0.46, -0.76]], "smiles": "O=c1cc[nH]c(=O)[nH]1.O", "charge": 0, "gap_ev": 9.5}

---

no.,LUMO (eV),maximum force (eV Å⁻¹)
1,-1.79,2.2
2,0.05,1.7
3,4.45,1.0
4,-0.15,5.5